Entry from the Open Molecules 2025 dataset: a structure of composition C30H48BrN5O4PS2Y (the ωB97M-V functional and the def2-TZVPD basis).

Values from the calculation:
* relative energy (zero: lowest compared OMol25 entry of this formula, charge and spin): 0.0 kcal per mole
* spin multiplicity: 1
* total energy: -5496.9839 hartree
* LUMO energy: 0.135 eV

```
92
Properties=species:S:1:pos:R:3:forces:R:3:lowdin_charge:R:1
Y 0.1171 0.1580 0.0042 0.39 -0.65 -0.22 1.35
Br 5.9920 2.8221 1.5178 0.00 0.00 0.01 0.78
S 1.3205 -2.5928 -0.7377 0.02 0.11 0.08 0.59
S 1.4559 1.6675 -2.2335 -0.02 0.07 -0.02 0.57
P -2.8170 -1.4357 1.1590 0.02 0.02 0.04 0.87
O 0.7034 0.3726 -2.2547 -0.02 -0.01 -0.07 -0.45
O 0.9599 2.6764 -3.1311 0.04 0.02 -0.01 -0.28
O -0.2014 3.9771 1.6491 -0.02 0.04 0.02 0.05
O -0.7067 2.0494 0.6276 0.09 0.19 0.27 -0.21
N 1.0642 -2.8943 -3.3546 0.02 -0.01 0.01 0.02
N 2.1744 0.1772 1.6398 -0.23 0.05 -0.22 -0.01
N -0.8288 -2.2040 -2.2554 -0.01 0.04 0.02 0.00
N -1.6550 -1.0302 0.1999 -0.07 0.04 0.00 -0.40
N 1.5554 2.0387 -0.7331 -0.05 0.09 -0.02 -0.27
C 2.2171 1.3598 2.2642 -0.07 -0.05 0.08 -0.13
C 5.7463 0.6361 -3.3475 0.01 0.01 -0.01 -0.27
C 3.0895 1.2235 -2.7505 0.02 0.01 -0.01 -0.27
C -4.3288 0.4999 -0.1545 -0.01 0.02 0.01 -0.09
C 1.1155 3.3364 -0.2427 0.03 0.01 -0.02 -0.17
C -2.6375 -0.5972 2.8487 -0.02 -0.01 0.02 -0.58
C -5.6941 -0.9663 1.3434 -0.01 -0.01 -0.02 -0.08
C -2.4891 -4.0002 0.1002 -0.01 -0.01 0.01 -0.09
C 0.4451 -2.5575 -2.2158 -0.05 0.02 0.01 -0.83
C -0.0195 3.1529 0.7768 0.00 -0.03 -0.03 -0.64
C 7.1906 0.3347 -3.6416 -0.01 0.00 0.00 -0.05
C -0.6093 -1.7116 -4.6410 0.00 0.00 0.00 -0.16
C -1.6443 -3.6844 2.3538 0.00 0.01 -0.01 -0.09
C 0.4280 -2.8218 -4.6625 0.01 0.00 0.00 -0.16
C -1.1669 -0.6418 3.2991 0.07 -0.04 0.04 -0.09
C -1.5668 -1.9567 -3.4882 -0.01 -0.01 0.02 -0.16
C 3.9291 2.2278 -3.2146 -0.01 -0.01 -0.03 -0.04
C -4.1042 -3.9051 2.0102 0.01 -0.01 0.00 -0.08
C -2.8164 -3.3064 1.4336 0.01 -0.01 0.00 -0.59
C -4.7674 -1.8210 -0.8012 0.00 0.00 0.02 -0.10
C -4.4782 -0.9230 0.4125 0.00 -0.01 -0.02 -0.59
C -3.4878 -1.1961 3.9778 0.00 0.01 -0.01 -0.08
C 4.4570 1.7347 1.6051 0.03 0.00 -0.01 -0.67
C 3.5580 -0.0696 -2.5896 0.03 0.02 0.03 -0.07
C 4.4511 0.5014 0.9785 -0.01 -0.02 0.01 -0.09
C 3.2865 -0.2423 1.0258 0.03 0.07 0.05 -0.15
C 4.8837 -0.3545 -2.8908 -0.01 0.00 0.00 -0.04
C 5.2469 1.9282 -3.5106 0.01 -0.01 0.00 -0.03
C -3.0047 0.8907 2.7238 0.00 -0.01 0.02 -0.09
C 3.3344 2.1727 2.2836 0.01 0.01 0.02 -0.09
H -0.8429 -1.6278 3.6195 -0.01 0.00 0.00 0.06
H -3.2058 -3.8007 -0.6915 0.02 0.01 -0.01 0.06
H -2.4838 -5.0800 0.2768 0.00 0.00 0.00 0.09
H -5.6237 -0.2412 2.1512 0.01 0.02 0.01 0.06
H -3.1895 -2.2078 4.2457 0.01 0.00 0.00 0.06
H 3.2335 -1.2003 0.5248 -0.02 -0.01 -0.02 0.05
H 5.2526 -1.3665 -2.7647 0.00 0.00 0.00 0.11
H -0.1126 -0.7507 -4.5037 0.01 0.00 0.01 0.11
H 2.0369 -3.1322 -3.2680 -0.01 0.01 -0.01 0.12
H -4.3235 1.2673 0.6136 0.01 -0.01 -0.04 0.06
H -2.4777 1.3858 1.9101 0.01 0.00 0.00 0.06
H -1.2582 -1.9040 -1.3530 0.01 0.03 0.02 0.03
H 7.8324 0.7038 -2.8388 0.00 0.00 0.00 0.08
H 7.3605 -0.7370 -3.7379 0.00 0.00 0.00 0.07
H 2.8972 -0.8411 -2.2132 -0.01 -0.03 -0.01 0.05
H -6.5841 -0.7110 0.7605 0.00 0.00 0.00 0.09
H -4.5496 -1.2055 3.7378 0.00 0.00 0.01 0.06
H -3.4104 0.5947 -0.7331 0.00 -0.01 -0.01 0.06
H -1.4954 -3.7145 -0.2412 -0.01 -0.02 0.02 0.04
H 5.9025 2.7099 -3.8762 0.00 0.00 0.00 0.12
H 0.7487 3.9819 -1.0464 -0.02 -0.02 -0.01 0.12
H -2.2191 -2.8083 -3.7059 0.00 -0.01 0.01 0.12
H -4.4045 -3.4436 2.9494 0.00 -0.01 -0.01 0.06
H 7.5139 0.8167 -4.5645 0.00 0.00 0.00 0.08
H -0.7115 -3.2407 2.0018 0.00 0.01 0.00 0.07
H -3.3624 -0.5741 4.8689 0.01 0.00 0.00 0.09
H -4.9407 -3.8400 1.3167 -0.01 0.00 -0.03 0.06
H -5.1781 0.6978 -0.8142 -0.01 0.00 0.01 0.08
H -1.5260 -4.7709 2.3206 0.00 0.00 0.00 0.09
H -1.8072 -3.4110 3.3936 -0.01 0.00 0.00 0.06
H -3.9212 -1.8397 -1.4898 0.01 0.00 0.00 0.06
H -1.0509 0.0385 4.1467 0.00 -0.01 0.01 0.09
H 3.5458 3.2314 -3.3465 -0.01 -0.01 0.00 0.12
H 1.2005 -2.6256 -5.4047 0.00 0.01 0.00 0.12
H 1.3044 1.6875 2.7514 0.00 0.01 -0.02 0.12
H -4.0761 1.0399 2.6087 -0.01 0.00 0.01 0.06
H 3.3076 3.1283 2.7864 -0.01 0.00 -0.01 0.12
H -3.9324 -4.9674 2.2074 0.00 0.00 0.00 0.09
H -2.7114 1.3911 3.6508 0.00 0.00 0.00 0.09
H -0.4541 -0.3151 2.5378 -0.15 0.05 0.02 0.02
H 1.9246 3.8658 0.2628 0.01 0.00 -0.01 0.11
H 5.3149 0.1357 0.4430 0.00 0.00 0.00 0.11
H -0.0410 -3.7792 -4.9096 0.01 -0.01 0.00 0.12
H -1.1569 -1.6915 -5.5827 0.00 0.01 0.00 0.12
H -5.6235 -1.4047 -1.3383 0.00 0.00 0.00 0.09
H -2.2026 -1.0867 -3.3191 0.00 0.01 0.00 0.12
H -5.8611 -1.9504 1.7787 0.00 0.02 0.00 0.06
H -5.0211 -2.8428 -0.5274 -0.01 -0.02 0.02 0.06
```
Forces are in eV/Å.